The following is a DFT calculation (the ωB97M-V functional and the def2-TZVPD basis) of 2 unconnected molecules or ions with the total composition C4H7N3.

Last column: Mulliken charge in e.
Element x y z (Å)
1 C -1.797 0.727 -0.110  -0.2786
2 C -0.628 1.337 -0.007  -0.2061
3 C -0.042 -2.108 0.244  -0.3757
4 C 1.721 0.509 -0.081  -0.9238
5 N -1.762 -0.609 -0.111  -0.9208
6 N 0.237 0.290 0.187  0.0572
7 N -0.471 -0.839 0.049  0.7244
8 H -3.282 1.544 0.179  0.2106
9 H -0.266 2.335 0.127  0.3399
10 H 0.965 -2.230 0.012  0.1237
11 H -0.772 -2.843 -0.072  0.2375
12 H 2.104 -0.197 -0.695  0.4166
13 H 1.734 1.462 -0.631  0.3401
14 H 2.261 0.622 0.910  0.2549

The LUMO energy (spin up / spin down) is 0.64 / 0.64 eV. The value obtained for the HOMO energy (spin up / spin down) is -6.718 / -6.716 eV. Its strongest force on any atom is 0.144 Eh/bohr. Its net charge is 0. The value obtained for the energy relative to the best compared isomer or geometry (same formula, charge and spin) is 6.7833 eV.

---

The following is a DFT calculation (the ωB97M-V functional and the def2-TZVPD basis) of a molecular structure, C25H45N2OP3SeW.

Last column: Mulliken charge in e.
Element x y z (Å)
1 W -0.525 1.240 -0.097  -0.0202
2 P -1.743 2.993 -1.013  1.3598
3 P -0.636 -0.565 -1.478  1.1962
4 P 1.674 1.269 0.897  1.0168
5 H 2.973 -2.057 -2.702  0.4433
6 C 3.528 -1.492 -1.944  -0.8018
7 C 3.640 -1.935 -0.679  -0.7885
8 H 3.169 -2.871 -0.356  0.4840
9 C -1.920 3.067 -2.812  -1.0831
10 C -3.428 2.993 -0.329  -1.1571
11 C -1.001 4.578 -0.538  -1.1657
12 C 0.113 -2.130 -0.981  -0.4773
13 C -2.150 -0.987 -2.364  -1.2311
14 C 0.517 0.130 -2.706  -0.5978
15 C 1.977 -0.203 1.922  -0.3050
16 C 1.694 2.704 2.016  -1.2877
17 C 3.194 1.444 -0.045  -0.5032
18 H 4.094 -0.625 -2.309  0.4486
19 H 4.314 -1.460 0.041  0.4483
20 H -2.585 3.907 -3.065  0.5078
21 H -2.349 2.134 -3.198  0.3563
22 H -0.938 3.232 -3.277  0.1616
23 H -3.785 4.031 -0.269  0.4776
24 H -3.433 2.539 0.670  0.3399
25 H -4.091 2.415 -0.988  0.4101
26 H -1.545 5.388 -1.047  0.5306
27 H 0.060 4.574 -0.842  0.0621
28 H -1.071 4.711 0.550  0.4995
29 H -0.165 -2.892 -1.723  0.5414
30 H -0.259 -2.439 0.004  0.2063
31 H 1.209 -2.049 -0.939  -0.4697
32 H -1.875 -1.435 -3.331  0.5449
33 H -2.769 -0.096 -2.532  0.2862
34 H -2.728 -1.710 -1.770  0.4216
35 H 0.104 -0.106 -3.697  0.5761
36 H 1.505 -0.338 -2.600  -0.2335
37 H 0.653 1.219 -2.629  0.0215
38 H 2.793 0.025 2.626  0.5944
39 H 2.286 -1.042 1.279  0.0504
40 H 1.078 -0.488 2.485  -0.3071
41 H 2.640 2.687 2.577  0.5408
42 H 0.849 2.682 2.717  0.3262
43 H 1.647 3.623 1.417  0.3275
44 H 4.017 1.670 0.647  0.6329
45 H 3.049 2.284 -0.739  -0.0321
46 H 3.418 0.524 -0.597  -0.1939
47 C 2.011 3.656 -2.828  0.8480
48 C 1.283 4.585 -3.662  -0.3682
49 C 1.513 4.614 -5.026  -0.4679
50 C 2.525 3.833 -5.599  -0.5338
51 C 3.348 3.042 -4.785  -0.5022
52 C 3.146 2.985 -3.420  -0.6552
53 O 1.607 3.370 -1.645  -0.6603
54 H -1.729 0.178 0.281  -0.1259
55 H 0.513 5.192 -3.190  0.5376
56 H 0.892 5.253 -5.659  0.4415
57 H 2.677 3.846 -6.680  0.4567
58 H 4.165 2.462 -5.220  0.4587
59 H 3.779 2.385 -2.770  0.4264
60 C -0.625 -1.178 4.549  -1.1499
61 N -1.460 -1.690 3.468  0.2613
62 C -1.930 -0.983 2.416  0.0132
63 Se -1.561 0.936 2.093  -0.1326
64 N -2.618 -1.854 1.634  0.1581
65 C -2.532 -3.153 2.157  0.5731
66 C -2.794 -4.380 1.557  -0.7912
67 C -2.327 -5.521 2.229  -0.5830
68 C -1.573 -5.412 3.414  -0.6993
69 C -1.278 -4.159 3.972  -0.7025
70 C -1.802 -3.046 3.324  0.7898
71 H -0.922 -1.679 5.476  0.4287
72 H -0.788 -0.099 4.634  0.3281
73 H 0.436 -1.382 4.360  0.4914
74 H -3.060 -1.610 0.748  0.2357
75 H -3.345 -4.411 0.615  0.4465
76 H -2.539 -6.515 1.832  0.4431
77 H -1.212 -6.320 3.897  0.4429
78 H -0.664 -4.023 4.860  0.4338

The LUMO energy (spin up / spin down) is -14.09 / -14.22 eV. The value obtained for the HOMO energy (spin up / spin down) is -18.703 / -19.307 eV. Its strongest force on any atom is 0.071 Eh/bohr. Its net charge is +4. The value obtained for the energy relative to the best compared isomer or geometry (same formula, charge and spin) is 3.0395 eV. Its spin multiplicity is 3.

---

The following is a DFT calculation (the ωB97M-V functional and the def2-TZVPD basis) of a molecular structure, C12H15Cl2N6O2RhS2.

Last column: Mulliken charge in e.
Element x y z (Å)
1 Rh 5.937 -14.590 4.281  0.6491
2 Cl 1.206 -14.053 10.222  -0.0683
3 C 2.447 -14.395 9.198  0.3448
4 C 3.363 -15.468 9.345  -0.6619
5 C 4.231 -15.676 8.344  0.3905
6 Cl 5.368 -16.975 8.426  -0.1150
7 C 4.373 -14.891 7.140  0.1035
8 O 5.210 -15.101 6.204  -0.4784
9 C 3.480 -13.773 7.062  0.8558
10 C 3.728 -12.719 6.080  -0.2846
11 O 4.660 -12.663 5.311  -0.3858
12 C 2.571 -13.512 7.978  -0.7288
13 H 3.349 -15.993 10.272  0.5093
14 H 3.005 -11.869 6.263  0.3276
15 H 1.919 -12.660 7.803  0.3681
16 N 5.132 -13.593 2.505  -0.4695
17 N 5.852 -12.605 1.929  -0.2774
18 C 6.982 -12.174 2.511  0.9581
19 N 7.508 -11.069 2.007  -0.3886
20 S 7.784 -12.981 3.794  -0.2394
21 H 4.826 -14.363 1.886  0.3506
22 H 4.258 -13.138 2.858  0.3396
23 H 5.490 -12.188 1.133  0.1923
24 H 7.161 -10.621 1.167  0.2154
25 H 8.253 -10.676 2.440  0.1758
26 C 4.066 -20.421 3.501  -1.0412
27 C 4.417 -19.378 2.435  -0.5223
28 C 5.436 -18.414 2.844  0.3674
29 N 5.287 -17.185 3.171  -0.3496
30 N 6.417 -16.519 3.523  -0.0503
31 C 7.468 -17.311 3.484  0.4358
32 N 8.707 -16.837 3.802  -0.4312
33 S 7.114 -18.904 2.868  -0.0883
34 H 3.333 -21.241 3.147  0.3139
35 H 3.512 -19.961 4.330  0.3073
36 H 4.898 -20.955 3.859  0.3697
37 H 3.572 -18.690 2.233  0.2153
38 H 4.666 -19.903 1.499  0.3484
39 H 8.709 -15.860 4.183  0.1530
40 H 9.420 -17.539 4.126  0.2894

The LUMO energy (spin up / spin down) is -6.13 / -8.52 eV. The value obtained for the HOMO energy (spin up / spin down) is -14.369 / -14.644 eV. Its strongest force on any atom is 0.071 Eh/bohr. Its net charge is +2. The value obtained for the energy relative to the best compared isomer or geometry (same formula, charge and spin) is 0.0000 eV. Its spin multiplicity is 5.

---

The following is a DFT calculation (the ωB97M-V functional and the def2-TZVPD basis) of 2 unconnected molecules or ions with the total composition C4H8OSe.

Last column: Mulliken charge in e.
Element x y z (Å)
1 C -1.033 0.124 0.942  -0.9742
2 C -1.770 0.501 -0.344  -0.2779
3 C -1.034 -0.194 -1.575  -0.7293
4 C 0.199 -0.493 -1.405  0.6682
5 O 1.364 -0.540 -1.389  -0.4031
6 H -1.305 0.356 2.060  0.2776
7 H 0.016 0.550 0.961  0.1636
8 H -0.786 -0.965 1.088  0.3257
9 H -1.728 1.574 -0.558  0.2449
10 H -2.805 0.247 -0.295  0.3332
11 H -1.514 -0.348 -2.504  0.3897
12 Se 2.980 -0.530 1.033  -0.2475
13 H 3.708 0.006 2.104  0.1032
14 H 3.707 -0.287 -0.116  0.1260

As for the SMILES: CCC=C=O.[SeH2]. The LUMO energy is 0.76 eV. The value obtained for the HOMO energy is -8.950 eV. Its strongest force on any atom is 0.074 Eh/bohr. Its net charge is 0. The value obtained for the energy relative to the best compared isomer or geometry (same formula, charge and spin) is 1.4607 eV.

---

net charge of number 2 (C25H45N2OP3SeW)? +4

---

Look up the net charge of the fourth one. 0

---

Which of these has the highest energy relative to the best compared isomer or geometry (same formula, charge and spin)? C4H7N3

---

The highest strongest force on any atom belongs to which entry? C4H7N3